{
  "formula": "C22H28ClN5O2Tb",
  "method": "the ωB97M-V functional and the def2-TZVPD basis",
  "elements": ["Tb", "Cl", "O", "O", "N", "N", "N", "N", "N", "C", "C", "C", "C", "C", "C", "C", "C", "C", "C", "C", "C", "C", "C", "C", "C", "C", "C", "C", "C", "C", "C", "H", "H", "H", "H", "H", "H", "H", "H", "H", "H", "H", "H", "H", "H", "H", "H", "H", "H", "H", "H", "H", "H", "H", "H", "H", "H", "H", "H"],
  "coordinates": [[0.2021, -0.0236, 1.1397], [-2.0120, 0.0052, 2.2379], [0.0899, 4.1318, -0.8215], [0.0106, -4.1960, -0.7684], [0.2975, 2.2640, 0.3969], [0.3155, 0.6058, 7.3624], [1.4028, -0.0617, 3.0062], [1.7995, 0.1110, 5.4249], [0.2351, -2.3100, 0.4192], [-1.6080, 2.4782, -1.2627], [0.3746, 3.7094, 2.3919], [-1.5759, -2.5027, -4.2880], [-1.5014, 1.2091, -2.0854], [1.0049, -3.3322, 1.1974], [-1.4453, -0.0019, -4.1643], [-1.6318, -2.5140, -1.2903], [-1.5059, -1.2365, -2.0983], [1.5302, 0.0227, 4.1942], [-0.4183, -2.9630, -0.5415], [0.2089, -3.7233, 2.4394], [1.1514, 4.4409, 0.1426], [-1.5624, 2.5020, -4.2592], [1.0366, -4.5135, 0.2302], [2.3944, -2.8279, 1.5776], [-0.3652, 2.9165, -0.5566], [2.5036, 2.7380, 1.4775], [1.1183, 3.2772, 1.1315], [-1.4686, -1.2281, -3.4985], [-1.4636, 1.2177, -3.4851], [-1.5724, -0.0172, -1.4191], [0.9697, 0.3765, 6.4130], [-0.7352, 3.1918, -4.0510], [-2.5006, 3.0261, -4.0281], [2.0959, 4.5169, -0.4081], [0.8003, -4.4291, 3.0378], [-1.5864, -2.2906, -5.3634], [-0.7496, -3.1976, -4.0939], [-1.8817, -0.0220, -0.3609], [-2.3958, -2.3318, -0.5108], [2.8728, -2.3194, 0.7315], [-1.4833, 0.0039, -5.2558], [0.9068, 5.4126, 0.5947], [-2.5146, -3.0272, -4.0598], [-0.7276, -4.2148, 2.1398], [-0.0443, -2.8456, 3.0490], [2.9498, 2.2217, 0.6188], [3.0166, -3.6881, 1.8596], [2.4779, 2.0468, 2.3293], [1.0069, 4.4025, 2.9626], [0.1144, 2.8485, 3.0223], [-1.5688, 2.3046, -5.3375], [-1.9691, 3.3282, -1.8561], [0.7563, -5.4706, 0.6925], [1.9944, -4.6205, -0.2913], [-2.3408, 2.2870, -0.4564], [2.3645, -2.1386, 2.4302], [-0.5555, 4.2266, 2.1174], [-1.9702, -3.3581, -1.9047], [3.1522, 3.5822, 1.7487]],
  "energy_ev": -69771.92544,
  "e_homo_ev": [-2.14, -0.45],
  "total_charge": -1,
  "lumo_ha": [0.0923, 0.0907],
  "multiplicity": 7,
  "orbital_gap_ev": [4.65, 2.92],
  "molar_mass_g_mol": 588.9
}

{
  "formula": "C68H63F3MgN4OP2S2Sb",
  "method": "the ωB97M-V functional and the def2-TZVPD basis",
  "elements": ["Sb", "S", "S", "P", "P", "Mg", "F", "F", "F", "O", "N", "N", "N", "N", "C", "C", "C", "C", "C", "C", "C", "C", "C", "C", "C", "C", "C", "C", "C", "C", "C", "C", "C", "C", "C", "C", "C", "C", "C", "C", "C", "C", "C", "C", "C", "C", "C", "C", "C", "C", "C", "C", "C", "C", "C", "C", "C", "C", "C", "C", "C", "C", "C", "C", "C", "C", "C", "C", "C", "C", "C", "C", "C", "C", "C", "C", "C", "C", "C", "C", "C", "C", "H", "H", "H", "H", "H", "H", "H", "H", "H", "H", "H", "H", "H", "H", "H", "H", "H", "H", "H", "H", "H", "H", "H", "H", "H", "H", "H", "H", "H", "H", "H", "H", "H", "H", "H", "H", "H", "H", "H", "H", "H", "H", "H", "H", "H", "H", "H", "H", "H", "H", "H", "H", "H", "H", "H", "H", "H", "H", "H", "H", "H", "H", "H"],
  "coordinates": [[2.5611, -0.2601, -2.4405], [-2.0313, 3.7012, 3.0813], [-1.8731, 3.9125, -3.2148], [2.4793, -0.0741, 1.8879], [-1.0479, -1.5124, 1.8818], [-1.3405, 0.0065, -0.5745], [1.0431, 0.0271, -8.5189], [6.2262, 4.8067, -2.2997], [6.3552, -5.2383, -2.6263], [-3.3427, 0.2994, -0.3847], [-5.5005, 0.7420, -0.7282], [-1.1771, 2.0710, 1.3143], [-1.3444, 2.0623, -1.5514], [0.9321, -1.5737, 3.8849], [1.3688, -2.2211, 7.5054], [-1.7750, 3.1478, -0.8143], [6.1492, -2.9045, -2.4852], [1.5265, -1.2731, -5.1902], [-4.8389, -1.5321, -0.0884], [-2.0976, 4.2392, -1.5550], [5.2798, 0.0871, 1.4250], [5.0665, 1.5200, -3.2245], [-1.3401, 2.3161, -2.8380], [-2.7183, -2.6810, -3.7606], [-3.0622, -1.1939, 5.4732], [2.3944, 4.0275, 1.8713], [-0.5646, -3.5293, -3.1662], [2.0925, -0.6793, 3.6343], [2.8159, 1.6880, 2.3175], [0.3500, -2.3647, 2.8170], [-1.7286, -3.6418, -3.9118], [-2.3562, 4.0518, 1.4433], [2.2051, 2.6842, 1.5659], [-1.6775, -5.0659, -0.0359], [3.4712, 2.5517, -1.7629], [-4.5231, -0.1075, -0.4102], [3.6362, 2.0580, 3.3865], [6.5693, -0.4278, 1.4045], [1.6971, -3.5704, 7.5267], [5.8638, 2.6535, -3.1604], [3.2118, 4.3831, 2.9310], [-2.8428, -5.5675, 0.5249], [1.7583, -4.2776, 6.3366], [-4.0944, 0.3045, 3.9078], [5.5677, -4.1497, -2.6053], [4.2036, -0.7216, 1.7880], [5.7267, -2.5858, 2.0209], [1.4172, -0.0505, -7.2298], [-1.8132, 3.0944, 0.6446], [-1.1720, -3.8494, 0.3944], [4.2542, 3.6961, -1.6877], [1.1434, -1.2038, -6.5218], [2.4368, 0.9407, -5.3204], [2.0613, 1.0267, -6.6554], [3.9468, -1.9072, -2.5436], [4.1996, -4.3137, -2.6897], [-0.4024, -2.4649, -2.2853], [1.1670, -2.2915, 5.1029], [-2.1861, -1.0212, 3.2308], [-2.9881, -3.6277, 1.9450], [-6.9169, 0.3898, -0.6681], [-5.1255, 2.1090, -1.0886], [-4.0409, -0.2551, 5.1766], [-1.1742, 2.2738, 2.6007], [-0.4448, 1.4790, 3.6263], [-1.3855, -1.4890, -2.0774], [4.4404, -2.0703, 2.0565], [3.3960, -3.1842, -2.6536], [1.4983, -3.6430, 5.1283], [-3.4866, -4.8533, 1.5248], [-3.1746, -0.0809, 2.9421], [-2.5461, -1.6412, -2.8520], [2.1773, -0.2071, -4.5728], [1.1030, -1.5863, 6.3030], [-1.8323, -3.1022, 1.3688], [-2.1355, -1.5702, 4.5120], [5.4490, 3.7151, -2.3783], [5.3287, -1.7847, -2.4493], [3.8324, 3.3952, 3.6896], [3.8746, 1.4434, -2.5041], [-0.9243, 1.4010, -3.9313], [6.7980, -1.7594, 1.7131], [5.3666, 0.7034, -3.8696], [-4.8493, 1.0460, 3.6757], [-1.3816, -2.3012, 4.7690], [4.4727, 3.6698, 4.5182], [-1.8615, -4.4637, -4.6043], [-3.3509, -0.9121, -2.7645], [1.5632, 2.3929, 0.7445], [-3.2161, 0.3553, 1.9536], [0.2099, -4.2853, -3.2639], [1.0704, -2.7201, 2.0670], [-5.8756, -1.8097, -0.2469], [-1.1702, 0.3725, -3.6848], [0.5304, -2.4068, -1.7280], [1.3126, -1.6623, 8.4309], [-3.2398, -6.5183, 0.1937], [1.5672, -4.2076, 4.2058], [1.3097, -2.1752, -4.6342], [-7.1891, 0.0045, 0.3136], [2.9976, -1.1722, 3.9958], [0.8369, -0.5357, 6.2829], [6.7953, 2.7233, -3.7073], [-0.1243, -3.2381, 3.2562], [1.9061, 4.7919, 1.2779], [2.3202, -3.3096, -2.7186], [-1.1658, -5.6154, -0.8156], [1.9516, 0.2178, 4.2348], [3.6155, -2.7286, 2.3128], [-4.8962, 2.7014, -0.2000], [-0.0724, 0.5567, 3.1944], [-0.2469, -3.4752, -0.0216], [3.7785, -5.3075, -2.7687], [-4.3865, -5.2498, 1.9789], [5.1225, 1.1308, 1.1878], [-4.7592, 0.0360, 5.9325], [-4.1909, -2.1627, -0.7011], [7.3975, 0.2219, 1.1484], [-1.4025, 1.6782, -4.8700], [-7.5051, 1.2836, -0.8499], [-3.4958, -3.0941, 2.7381], [2.0215, -5.3275, 6.3403], [-3.6295, -2.7483, -4.3449], [5.8955, -3.6306, 2.2504], [4.1305, 1.2985, 3.9808], [2.2603, 1.9125, -7.2448], [5.7820, -0.8111, -2.3290], [-2.9134, 4.9311, 1.1630], [-3.0187, -1.6439, 6.4573], [-2.4346, 5.2041, -1.2134], [-5.9398, 2.5747, -1.6358], [2.9413, 1.7840, -4.8656], [7.8048, -2.1568, 1.7087], [1.9013, -4.0670, 8.4661], [7.2257, -2.8168, -2.4142], [3.3676, 5.4270, 3.1721], [3.9558, 4.5537, -1.0985], [0.1540, 1.4540, -4.0786], [2.5242, 2.5261, -1.2358], [0.6353, -2.0260, -7.0094], [-1.0821, 1.2443, 4.4800], [-4.2378, 2.0896, -1.7174], [-4.5680, -1.7190, 0.9498], [-7.1807, -0.3486, -1.4252], [0.4072, 2.0608, 3.9866]],
  "energy_ev": -139926.76976,
  "e_homo_ev": -10.05,
  "total_charge": 1,
  "lumo_ha": -0.0755,
  "orbital_gap_ev": 8.00,
  "molar_mass_g_mol": 1281.4
}

{
  "formula": "C8H22CrFN2O2",
  "method": "the ωB97M-V functional and the def2-TZVPD basis",
  "elements": ["Cr", "F", "O", "O", "N", "N", "C", "C", "C", "C", "C", "C", "C", "C", "H", "H", "H", "H", "H", "H", "H", "H", "H", "H", "H", "H", "H", "H", "H", "H", "H", "H", "H", "H", "H", "H"],
  "coordinates": [[0.7762, 0.9997, 0.4904], [2.4219, 1.6606, -0.4319], [0.5222, -0.4363, -1.2472], [1.2938, -0.6508, 1.7809], [-1.2115, 0.6473, 1.6732], [-0.4417, 2.2821, -0.7970], [0.2993, -0.9194, 2.7813], [-1.1295, -0.7136, 2.2640], [1.2286, -1.6034, -1.5910], [-0.8733, 1.3545, -1.8645], [-1.5493, 2.1761, -2.9643], [0.1809, 0.3852, -2.3741], [2.5865, -1.1935, 2.1087], [-1.4631, -1.6941, 1.1498], [-1.7370, -0.9451, 3.1419], [-0.8128, 2.8967, -3.3398], [-1.6579, 0.7156, -1.4428], [-2.5313, -1.6699, 0.9154], [-0.9575, -1.6276, 0.1886], [-2.1551, 0.8666, 1.3625], [-1.1068, 1.2668, 2.4828], [2.6585, -2.2386, 2.4064], [2.0279, -1.3919, -2.3087], [0.5670, -0.3622, 3.6820], [0.1480, 2.9909, -1.2389], [-1.2403, 2.8321, -0.4947], [3.2175, -0.9655, 1.2534], [-1.7920, 1.6036, -3.8600], [1.6922, -1.9973, -0.6852], [0.2974, -1.9901, 3.0025], [-2.3971, 2.7452, -2.5897], [-0.1864, -0.1758, -3.2350], [0.5483, -2.3610, -1.9965], [2.9343, -0.6045, 2.9630], [-1.2945, -2.7274, 1.4685], [1.1365, 0.8448, -2.6539]],
  "de_lowest_kj_mol": 28.4,
  "energy_ev": -46862.26750,
  "e_homo_ev": [-11.88, -13.75],
  "total_charge": 1,
  "lumo_ha": [-0.1022, -0.1095],
  "multiplicity": 5,
  "orbital_gap_ev": [9.10, 10.78],
  "molar_mass_g_mol": 249.3
}